The following is a quantum chemistry calculation of C11H4N2NiO5 as an isolated structure, from OMol25.

Results
* highest occupied orbital energy (alpha / beta): -17.609 / -17.572 eV
* <S²>: 2.015
* orbital gap (alpha / beta): 8.598 / 8.767 eV
* relative energy (zero: lowest compared OMol25 entry of this formula, charge and spin): 0.0 kJ/mol
* lowest unoccupied orbital energy (alpha / beta): -0.331 / -0.324 Eh
* charge: +2
* multiplicity: 3

XYZ file:
```
23
Properties=species:S:1:pos:R:3:forces:R:3
O -1.674 3.158 -3.306 1.53 -2.88 3.02
C -1.279 2.412 -2.525 -2.43 4.59 -4.81
Ni -0.622 1.173 -1.227 -0.22 0.42 -0.44
O -1.220 3.186 0.999 0.84 -2.88 -3.15
C -0.995 2.430 0.163 -1.42 4.57 5.07
C -0.248 -0.085 -2.617 1.41 -4.56 -5.09
O -0.023 -0.841 -3.454 -0.83 2.86 3.17
C 1.133 1.904 -1.417 6.41 2.64 -0.73
O 2.189 2.344 -1.532 -3.99 -1.69 0.43
C -2.377 0.441 -1.037 -6.41 -2.63 0.73
O -3.433 0.000 -0.923 3.99 1.66 -0.41
N 1.891 -3.566 3.733 -0.40 0.76 -0.80
C 1.493 -2.816 2.947 0.32 -0.60 0.63
C 0.998 -1.882 1.970 0.05 -0.08 0.09
C 1.364 -0.539 2.031 -0.20 0.62 -0.48
C 0.874 0.353 1.073 -0.39 -1.89 0.08
N 0.035 -0.066 0.069 1.17 -2.20 2.30
C -0.323 -1.391 0.014 1.18 0.40 1.47
C 0.148 -2.312 0.954 -0.35 0.40 -0.60
H 2.024 -0.181 2.812 -0.04 0.00 -0.06
H 1.178 1.386 1.149 -0.15 0.15 -0.25
H -0.982 -1.758 -0.760 -0.07 0.26 -0.18
H -0.151 -3.351 0.886 0.01 0.08 -0.01
```
Positions in Å, forces in eV/Å.